No. 1
{"formula": "C30H36IrN2O4Te", "method": "ωB97M-V/def2-TZVPD", "relative_energy_kj_mol": 116.6, "multiplicity": 6, "energy_ha": -1947.42548, "s_squared": 8.820, "largest_force_ev_per_a": 1.44, "orbital_gap_ev": [5.80, 5.52], "species": ["Ir", "O", "C", "C", "C", "C", "C", "C", "C", "N", "N", "C", "O", "C", "C", "C", "C", "C", "C", "H", "H", "H", "H", "H", "H", "H", "H", "H", "H", "C", "C", "C", "C", "C", "C", "Te", "C", "C", "C", "H", "H", "H", "H", "H", "H", "H", "H", "H", "H", "H", "C", "C", "C", "C", "O", "H", "H", "H", "H", "H", "H", "H", "H", "H", "C", "C", "C", "O", "H", "H", "H", "H", "H", "H"], "positions_angstrom": [[0.820405, 1.354072, 0.278691], [-0.582229, 2.161474, -0.941246], [-1.618372, 2.915399, -0.615100], [-2.448828, 3.364853, -1.643687], [-3.615543, 4.064166, -1.385776], [-3.986565, 4.343381, -0.063594], [-3.175392, 3.960398, 0.969251], [-1.957226, 3.249942, 0.749736], [-1.194278, 2.900804, 1.850758], [0.001483, 2.185678, 1.834101], [0.552444, 1.961318, 3.015982], [1.607368, 1.165665, 2.944394], [2.050180, 0.746627, 1.787439], [2.257559, 0.737608, 4.174934], [1.821156, 1.203602, 5.421550], [2.415384, 0.746343, 6.581868], [3.447838, -0.182938, 6.522487], [3.882999, -0.654387, 5.291812], [3.295717, -0.199033, 4.124796], [-2.161587, 3.132386, -2.661466], [-4.249699, 4.380761, -2.203058], [-4.916486, 4.856529, 0.143609], [-3.456905, 4.183695, 1.990965], [-1.548385, 3.161590, 2.840165], [1.013504, 1.921249, 5.451244], [2.072040, 1.109363, 7.541864], [3.912458, -0.537672, 7.432979], [4.679257, -1.385582, 5.240658], [3.617503, -0.559830, 3.156762], [-2.823301, -4.742291, -5.540986], [-2.268540, -3.714961, -4.593537], [-1.218041, -4.013509, -3.734470], [-0.780789, -3.102071, -2.783603], [0.361546, -3.450729, -1.867307], [-1.418397, -1.858992, -2.681073], [-1.099572, -0.666751, -0.948389], [-2.404073, -1.499318, -3.608046], [-3.028455, -0.128553, -3.612320], [-2.815354, -2.438736, -4.544001], [-2.289535, -5.686820, -5.452389], [-2.759280, -4.396399, -6.573554], [-3.876376, -4.915050, -5.313786], [-0.728989, -4.979451, -3.795818], [0.801072, -4.407781, -2.144677], [0.021118, -3.515472, -0.829788], [1.134622, -2.680614, -1.914363], [-2.456671, 0.569506, -3.001211], [-4.048613, -0.160132, -3.224343], [-3.076450, 0.258170, -4.630489], [-3.592059, -2.165669, -5.251064], [3.700352, 2.051997, -1.003585], [2.975855, 0.971988, -1.819716], [2.645184, 1.527134, -3.212272], [3.879302, -0.258584, -1.954124], [1.779312, 0.585582, -1.200101], [4.655124, 2.303006, -1.465075], [3.874164, 1.684225, 0.009454], [3.079556, 2.949858, -0.951732], [3.562007, 1.831400, -3.717022], [1.980961, 2.385598, -3.107516], [2.141901, 0.765241, -3.808485], [4.821167, 0.016335, -2.428306], [3.386708, -1.020459, -2.559272], [4.077100, -0.663712, -0.961029], [-0.168753, -2.267099, 3.197320], [-1.069990, -1.107504, 2.881212], [-1.999303, -0.635650, 3.964416], [-1.049409, -0.564114, 1.791616], [-0.686850, -3.016330, 3.794235], [0.684342, -1.910234, 3.779494], [0.204941, -2.711671, 2.276504], [-2.302346, -1.455935, 4.612453], [-2.872641, -0.156756, 3.525208], [-1.468339, 0.103824, 4.569388]], "forces_ev_per_angstrom": [[0.66, 0.27, -1.25], [0.48, 0.15, 0.09], [-0.22, 0.07, 0.07], [-0.02, -0.02, -0.04], [0.07, -0.08, -0.12], [0.04, 0.01, 0.28], [-0.33, 0.14, -0.15], [0.61, -0.37, 0.21], [-1.02, 0.73, 0.07], [0.45, -0.88, 0.01], [-0.21, -0.06, 0.45], [-0.38, 0.38, -0.69], [-0.26, -0.08, -0.03], [0.32, -0.29, 0.42], [-0.03, 0.01, -0.23], [0.04, -0.05, 0.06], [0.02, 0.00, -0.01], [0.03, -0.03, 0.06], [-0.20, 0.17, -0.18], [0.03, -0.03, 0.00], [0.03, 0.00, -0.03], [0.02, 0.05, -0.01], [0.03, 0.00, 0.02], [0.11, -0.04, 0.01], [0.00, 0.02, 0.03], [0.00, 0.02, 0.00], [-0.01, -0.01, 0.01], [0.02, 0.01, 0.01], [0.03, -0.02, 0.02], [0.06, 0.13, 0.02], [0.02, 0.03, 0.02], [-0.04, 0.03, 0.00], [0.10, 0.14, 0.12], [-0.09, -0.01, -0.06], [0.34, -0.13, -0.16], [-0.70, -0.08, 0.05], [0.06, 0.15, 0.14], [-0.06, -0.14, 0.03], [0.04, -0.05, 0.00], [-0.01, -0.02, -0.04], [-0.01, -0.05, -0.03], [0.00, -0.08, -0.06], [-0.04, -0.04, 0.00], [0.03, -0.01, 0.05], [0.06, -0.04, 0.02], [0.03, -0.02, 0.05], [-0.05, 0.11, -0.08], [0.01, 0.02, 0.05], [0.02, 0.05, 0.01], [-0.03, 0.00, 0.01], [-0.26, -0.25, 0.00], [0.79, 0.58, -0.32], [-0.17, -0.15, 0.32], [-0.34, 0.11, 0.17], [-0.28, -0.46, 0.18], [0.02, 0.07, 0.03], [0.08, 0.05, 0.02], [0.05, 0.06, 0.01], [-0.01, 0.03, -0.05], [0.00, 0.03, -0.08], [-0.01, 0.01, -0.03], [0.03, -0.02, 0.00], [0.00, -0.03, 0.02], [0.07, -0.08, -0.02], [0.09, -0.08, -0.12], [-0.11, 0.10, -0.27], [-0.02, 0.09, 0.00], [-0.08, -0.25, 0.78], [0.00, -0.01, 0.02], [0.02, 0.06, 0.06], [0.03, 0.05, 0.01], [0.00, 0.02, 0.05], [0.06, 0.04, -0.02], [0.02, 0.01, 0.03]], "mulliken_spin": [1.533, 0.177, 0.290, -0.146, 0.251, -0.091, 0.168, -0.060, 0.453, 0.418, 0.014, 0.101, 0.051, 0.007, 0.058, -0.026, 0.052, -0.024, 0.048, -0.007, 0.021, -0.002, 0.002, 0.025, 0.004, -0.001, 0.004, -0.001, 0.006, -0.002, 0.031, -0.009, -0.094, 0.108, -0.058, 1.325, 0.013, 0.011, -0.012, 0.000, 0.002, 0.002, -0.001, 0.004, -0.012, -0.031, 0.027, 0.002, 0.008, 0.001, 0.015, -0.014, 0.023, 0.013, 0.273, 0.001, -0.006, 0.000, 0.001, 0.001, 0.002, 0.002, 0.001, -0.003, 0.011, -0.017, 0.016, 0.044, 0.000, -0.001, -0.003, 0.001, 0.002, -0.002]}

***

No. 2
{"formula": "C17H19N5O3", "method": "ωB97M-V/def2-TZVPD", "relative_energy_kj_mol": 146.8, "smiles": "Cc1cc(C)n2nc(C(=O)OCC(=O)c3cc(C)n(C)c3C)nc2n1", "energy_ha": -1158.73498, "largest_force_ev_per_a": 1.44, "orbital_gap_ev": 8.06, "species": ["C", "C", "N", "C", "N", "C", "N", "N", "C", "C", "H", "C", "H", "H", "H", "C", "O", "O", "C", "H", "H", "C", "O", "C", "C", "N", "C", "C", "H", "C", "H", "H", "H", "C", "H", "H", "H", "C", "H", "H", "H", "H", "H", "H"], "positions_angstrom": [[-4.640577, -3.159111, -1.002202], [-4.107047, -1.816035, -0.630677], [-2.803442, -1.671542, -0.615894], [-2.320639, -0.484756, -0.291514], [-1.071479, -0.069284, -0.204566], [-1.181220, 1.214105, 0.172807], [-2.423073, 1.650162, 0.333485], [-3.162730, 0.587579, 0.037090], [-4.506045, 0.471502, 0.030787], [-4.995269, -0.761564, -0.312709], [-6.059419, -0.930462, -0.338992], [-5.305525, 1.669890, 0.391398], [-6.367047, 1.442737, 0.397813], [-4.996144, 2.032522, 1.370653], [-5.104789, 2.469925, -0.320239], [0.007748, 2.062888, 0.444438], [0.141106, 2.735119, 1.434837], [0.892214, 1.946484, -0.534430], [2.161104, 2.571608, -0.367874], [2.237020, 3.406690, -1.070869], [2.253222, 2.949615, 0.657543], [3.280536, 1.565589, -0.671916], [4.183092, 1.883620, -1.423307], [3.142543, 0.280614, -0.033475], [3.747797, -0.904156, -0.450743], [3.313330, -1.900137, 0.355062], [2.453020, -1.390885, 1.301565], [2.327700, -0.052710, 1.086725], [1.749038, 0.620011, 1.685821], [1.813210, -2.254308, 2.327698], [1.167282, -1.645697, 2.953356], [1.208112, -3.030076, 1.858318], [2.557493, -2.737260, 2.962584], [3.650212, -3.291210, 0.246711], [3.969296, -3.678291, 1.216087], [4.459973, -3.421785, -0.466731], [2.785754, -3.869552, -0.089553], [4.671386, -1.121378, -1.592166], [4.817602, -0.175007, -2.104292], [4.265092, -1.849685, -2.294747], [5.643270, -1.475927, -1.246400], [-5.251945, -3.557509, -0.194508], [-3.814541, -3.834599, -1.199655], [-5.265409, -3.081514, -1.890231]], "forces_ev_per_angstrom": [[-0.03, -0.04, -0.01], [0.22, 0.05, 0.01], [-0.06, -0.79, -0.22], [-0.20, 1.03, 0.32], [0.45, -0.33, -0.18], [-0.88, -0.57, -0.12], [0.18, 1.28, 0.41], [0.88, -1.09, -0.35], [-0.60, -0.18, -0.04], [0.15, 0.37, 0.10], [-0.10, 0.05, 0.02], [0.06, 0.04, 0.01], [-0.02, -0.04, -0.01], [-0.02, 0.05, 0.04], [-0.01, 0.07, -0.01], [-0.04, 0.44, 0.45], [-0.10, -0.13, -0.17], [-0.02, -0.19, -0.36], [0.49, 0.41, 0.06], [0.00, -0.18, 0.12], [0.02, -0.06, -0.18], [-0.32, 0.30, -0.12], [-0.03, 0.16, 0.02], [0.34, -0.85, 0.07], [-0.01, 0.67, -0.24], [0.01, 0.25, 0.05], [-0.30, 0.30, 0.35], [0.12, -0.24, -0.06], [-0.18, 0.11, 0.19], [0.11, -0.02, -0.11], [-0.05, 0.00, 0.05], [-0.09, -0.09, 0.05], [-0.03, -0.07, 0.09], [0.01, -0.38, -0.01], [0.02, 0.00, -0.07], [-0.03, 0.00, 0.03], [0.07, -0.02, -0.01], [-0.02, -0.04, -0.05], [0.04, -0.05, -0.01], [0.04, -0.07, -0.06], [0.08, -0.03, -0.04], [-0.08, -0.07, 0.03], [0.01, -0.04, -0.01], [-0.08, -0.04, -0.06]], "nbo_charge": [-0.649, 0.277, -0.437, 0.487, -0.453, 0.227, -0.280, -0.177, 0.282, -0.320, 0.228, -0.653, 0.228, 0.250, 0.247, 0.774, -0.567, -0.474, -0.181, 0.214, 0.228, 0.564, -0.565, -0.266, 0.242, -0.322, 0.149, -0.255, 0.221, -0.642, 0.235, 0.217, 0.211, -0.407, 0.209, 0.221, 0.207, -0.667, 0.270, 0.215, 0.219, 0.226, 0.242, 0.227]}

***

No. 3
{"formula": "C5H10O2", "method": "ωB97M-V/def2-TZVPD", "relative_energy_kj_mol": 519.6, "energy_ha": -346.82751, "largest_force_ev_per_a": 0.41, "orbital_gap_ev": 9.10, "species": ["C", "O", "C", "C", "C", "C", "O", "H", "H", "H", "H", "H", "H", "H", "H", "H", "H"], "positions_angstrom": [[2.341067, -0.434230, 0.774382], [0.970919, -0.177826, 0.565451], [0.636823, 0.018102, -0.816520], [-0.765671, 0.461001, -1.137573], [-1.977585, -0.526015, -0.204620], [-1.627124, 0.955280, -0.039003], [-1.128982, 1.380028, 1.188261], [2.640680, -1.396030, 0.333617], [2.516559, -0.470222, 1.852917], [2.970062, 0.356831, 0.339934], [1.292243, 0.801994, -1.232931], [0.866522, -0.905585, -1.368045], [-1.438017, -0.704295, -1.284764], [-2.990417, -0.749954, -0.545894], [-1.596031, -1.174356, 0.578826], [-2.437009, 1.626943, -0.322355], [-0.274046, 0.938332, 1.318309]], "forces_ev_per_angstrom": [[0.25, -0.05, 0.03], [-0.16, 0.03, 0.10], [-0.06, -0.05, -0.31], [0.18, 0.02, 0.15], [-0.20, -0.13, 0.34], [-0.23, 0.02, -0.30], [0.18, -0.03, 0.13], [-0.07, 0.12, 0.03], [-0.07, 0.00, -0.18], [-0.12, -0.08, 0.05], [-0.15, -0.06, 0.10], [0.01, 0.12, 0.06], [0.09, -0.09, -0.15], [0.26, 0.09, -0.04], [0.01, 0.15, -0.07], [0.14, -0.08, 0.01], [-0.05, 0.04, 0.05]], "nbo_charge": [-0.246, -0.588, -0.152, -0.218, -0.533, 0.049, -0.713, 0.170, 0.198, 0.170, 0.204, 0.186, 0.309, 0.244, 0.239, 0.187, 0.492]}

***

What is the formula in the second record? C17H19N5O3